Entry 1:
A structure of composition C22H64AsF6O10 at a distorted geometry, computed with ωB97M-V/def2-TZVPD.

Atoms and positions in Å:
1 As 0.25 0.06 0.61
2 F -0.44 0.82 -0.84
3 F -1.00 -1.21 0.42
4 F 0.96 -0.68 2.07
5 F 1.51 1.36 0.70
6 F -0.86 1.04 1.58
7 F 1.40 -0.88 -0.46
8 C -2.55 -2.50 2.88
9 C -1.79 -2.68 4.15
10 C -2.48 -1.97 5.35
11 O -1.90 -4.01 4.48
12 H -2.60 -1.46 2.55
13 H -3.56 -2.88 3.01
14 H -2.11 -3.08 2.07
15 H -0.75 -2.35 4.15
16 H -2.31 -0.90 5.33
17 H -2.23 -2.36 6.34
18 H -3.56 -2.14 5.36
19 H -1.55 -4.55 3.76
20 C 1.98 -4.22 -0.85
21 C 2.42 -3.84 -2.29
22 C 1.40 -4.06 -3.41
23 O 2.83 -2.50 -2.27
24 H 2.78 -3.99 -0.15
25 H 1.69 -5.27 -0.78
26 H 1.23 -3.48 -0.56
27 H 3.25 -4.51 -2.51
28 H 1.68 -3.84 -4.43
29 H 0.48 -3.51 -3.18
30 H 1.12 -5.11 -3.35
31 H 2.23 -2.02 -1.69
32 C -3.85 0.12 0.36
33 C -4.93 0.49 -0.69
34 C -6.38 0.07 -0.36
35 O -4.78 1.86 -0.91
36 H -3.85 -0.93 0.66
37 H -4.06 0.66 1.29
38 H -2.87 0.41 0.00
39 H -4.66 -0.03 -1.61
40 H -7.03 0.55 -1.09
41 H -6.78 0.49 0.57
42 H -6.60 -0.99 -0.35
43 H -3.91 1.98 -1.30
44 C -1.06 4.01 -2.94
45 C -1.97 2.80 -3.22
46 C -1.16 1.74 -3.96
47 O -2.42 2.22 -2.04
48 H -0.54 4.41 -3.81
49 H -0.34 3.76 -2.16
50 H -1.65 4.85 -2.57
51 H -2.79 3.20 -3.82
52 H -1.58 0.73 -3.99
53 H -0.17 1.56 -3.54
54 H -0.87 1.96 -4.99
55 H -1.68 1.71 -1.68
56 C 4.05 2.10 -1.75
57 C 4.42 3.50 -1.95
58 C 5.90 3.83 -1.97
59 O 3.69 3.93 -3.07
60 H 4.32 1.48 -2.60
61 H 2.96 2.07 -1.67
62 H 4.51 1.60 -0.89
63 H 4.01 4.11 -1.15
64 H 6.50 3.24 -1.28
65 H 6.06 4.91 -1.86
66 H 6.22 3.57 -2.98
67 H 4.27 3.79 -3.82
68 C -3.75 -3.23 -2.30
69 C -2.25 -3.15 -2.23
70 C -1.73 -1.81 -2.67
71 O -1.78 -3.47 -0.93
72 H -4.15 -2.39 -1.72
73 H -4.16 -4.11 -1.81
74 H -4.07 -3.17 -3.33
75 H -1.73 -3.85 -2.88
76 H -2.25 -1.04 -2.11
77 H -1.95 -1.60 -3.72
78 H -0.67 -1.66 -2.47
79 H -1.55 -2.63 -0.53
80 C -0.06 3.99 1.98
81 O -1.30 3.42 2.29
82 H 0.67 3.63 2.69
83 H 0.19 3.85 0.93
84 H -0.09 5.08 2.03
85 H -1.26 2.49 2.06
86 C 3.82 2.44 2.85
87 O 3.95 3.00 1.57
88 H 2.81 2.60 3.24
89 H 4.04 1.37 2.86
90 H 4.53 2.96 3.50
91 H 3.23 2.68 1.02
92 C 1.02 0.51 4.77
93 O 1.46 1.62 5.57
94 H 1.82 0.29 4.06
95 H 0.95 -0.36 5.42
96 H 0.14 0.62 4.14
97 H 2.31 1.46 5.98
98 C 4.16 -1.46 1.28
99 O 3.48 -1.40 2.49
100 H 3.85 -2.36 0.75
101 H 4.03 -0.60 0.62
102 H 5.24 -1.56 1.41
103 H 2.55 -1.22 2.30

<S²>	0.7519
charge	-2
multiplicity	2
LUMO (alpha / beta)	0.1640 / 0.1639	hartree
energy	-121472.8507	eV
maximum force	2.8	eV/Å

Here are the Mulliken charges for atoms 1 to 2, given in e: 1.18, -0.67


Entry 2:
A structure of composition C22H64BaN2O24S2 at a distorted geometry, computed with ωB97M-V/def2-TZVPD.

Atoms and positions in Å:
1 Ba -0.40 0.02 -0.69
2 S -3.08 -1.14 -3.50
3 O -2.03 -0.55 -2.64
4 O -2.89 -2.56 -3.73
5 O -4.36 -1.15 -2.79
6 O -3.18 -0.48 -4.79
7 S -2.57 -2.93 0.55
8 O -1.45 -2.01 0.60
9 O -3.54 -2.64 1.64
10 O -3.21 -2.99 -0.76
11 O -2.22 -4.23 1.03
12 C 0.94 -0.49 2.71
13 C 0.45 1.00 2.64
14 O -0.77 1.12 1.87
15 O 1.24 -1.07 1.43
16 H 0.23 -1.08 3.29
17 H 1.80 -0.54 3.38
18 H 1.24 1.67 2.29
19 H 0.19 1.31 3.65
20 H -1.50 0.75 2.37
21 H 1.22 -2.02 1.57
22 C 2.81 0.75 -2.26
23 C 2.69 1.95 -1.48
24 O 1.74 1.90 -0.44
25 O 1.59 0.12 -2.72
26 H 3.14 0.03 -1.51
27 H 3.53 0.95 -3.06
28 H 2.32 2.71 -2.16
29 H 3.61 2.25 -0.97
30 H 1.93 2.66 0.11
31 H 1.76 -0.61 -3.33
32 C 0.01 4.86 1.37
33 C 1.37 4.77 2.10
34 O 2.31 3.96 1.43
35 O -0.87 5.68 2.16
36 H -0.30 3.84 1.16
37 H 0.06 5.37 0.41
38 H 1.20 4.34 3.09
39 H 1.90 5.73 2.13
40 H 3.16 4.41 1.51
41 H -0.95 5.28 3.03
42 C 1.17 -4.34 -0.32
43 C 1.52 -3.30 -1.44
44 O 0.42 -2.44 -1.72
45 O 0.74 -3.72 0.92
46 H 2.10 -4.84 -0.06
47 H 0.40 -5.06 -0.57
48 H 1.85 -3.79 -2.36
49 H 2.35 -2.71 -1.05
50 H -0.29 -2.90 -2.16
51 H -0.19 -3.50 0.80
52 C -3.84 -0.42 4.06
53 C -3.42 -0.50 5.49
54 O -2.92 -1.77 5.84
55 O -2.81 -0.69 3.10
56 H -4.14 0.61 3.84
57 H -4.68 -1.11 3.97
58 H -4.22 -0.25 6.18
59 H -2.62 0.24 5.60
60 H -3.68 -2.33 6.01
61 H -3.24 -1.22 2.43
62 C -1.08 -5.27 -3.65
63 C -2.28 -5.64 -2.81
64 O -3.54 -5.37 -3.37
65 O -0.72 -3.91 -3.62
66 H -1.38 -5.56 -4.66
67 H -0.26 -5.96 -3.45
68 H -2.14 -5.16 -1.84
69 H -2.25 -6.72 -2.67
70 H -3.86 -6.10 -3.90
71 H -1.44 -3.37 -3.93
72 C 1.38 -1.43 -5.72
73 C 0.10 -0.51 -5.78
74 O -0.08 -0.05 -7.15
75 O 1.57 -2.00 -4.47
76 H 2.26 -0.81 -5.89
77 H 1.39 -2.21 -6.48
78 H 0.23 0.33 -5.09
79 H -0.77 -1.04 -5.38
80 H -0.97 -0.38 -7.29
81 H 0.83 -2.54 -4.20
82 C -1.84 4.39 -2.36
83 C -1.64 3.02 -1.66
84 C -3.03 2.41 -1.26
85 O -2.82 1.38 -0.29
86 C -4.05 0.89 0.23
87 N -0.88 2.16 -2.48
88 H -2.11 4.19 -3.40
89 H -0.87 4.87 -2.27
90 H -2.61 4.95 -1.82
91 H -1.08 3.09 -0.73
92 H -3.45 2.15 -2.23
93 H -3.54 3.20 -0.71
94 H -3.91 -0.12 0.61
95 H -4.83 0.61 -0.48
96 H -4.50 1.31 1.13
97 H -0.34 2.86 -2.97
98 H -1.47 1.73 -3.18
99 C 4.40 1.04 2.15
100 C 4.91 1.37 3.58
101 C 4.07 0.79 4.74
102 O 2.76 1.32 4.84
103 C 2.76 2.75 5.22
104 N 6.23 0.75 3.62
105 H 4.38 -0.04 1.97
106 H 5.07 1.46 1.39
107 H 3.37 1.32 1.94
108 H 4.97 2.45 3.69
109 H 4.62 0.91 5.68
110 H 4.00 -0.25 4.44
111 H 3.62 3.39 5.00
112 H 2.65 2.71 6.30
113 H 1.92 3.25 4.74
114 H 6.18 -0.19 4.01
115 H 6.48 0.69 2.65

charge	-2
LUMO	0.0971	hartree
energy	-98335.1045	eV
maximum force	5.5	eV/Å

Here are the Mulliken charges for atoms 1 to 2, given in e: -2.53, 0.97